A cluster of 2 separate species, C3H10O in total. Source: the OMol25 dataset; level of theory: ωB97M-V/def2-TZVPD.

```
14
Properties=species:S:1:pos:R:3:forces:R:3
C -0.47652 -0.47021 1.45615 0.03 0.14 0.19
C -1.74232 -1.12677 2.02336 0.07 -0.04 -0.11
H -0.01606 0.24050 2.14978 0.11 -0.46 0.24
H 0.22855 -1.25155 1.16752 0.23 0.31 0.08
H -0.64757 0.15807 0.59517 -0.29 -0.19 -0.51
H -1.82028 -0.97491 3.09380 -0.12 0.11 0.18
H -2.65040 -0.75737 1.54885 -0.02 0.06 0.08
H -1.72244 -2.20805 1.87953 -0.02 0.03 -0.10
C 1.52482 1.33914 -1.81039 0.28 0.18 0.21
O 0.58729 0.29170 -1.64395 0.22 -0.60 -0.24
H 1.02624 -0.56757 -1.74605 -0.23 0.55 0.02
H 2.55735 1.00813 -1.90676 0.03 -0.30 -0.19
H 1.51807 1.95462 -0.91792 -0.17 0.28 0.18
H 1.28405 1.96378 -2.67097 -0.11 -0.08 -0.05
```
Positions in Å, forces in eV/Å.

HOMO-LUMO gap   11.4 eV
Energy relative to the best compared isomer or geometry (same formula, charge and spin)   0.7290 eV
Molar mass   62.1 g/mol
Highest occupied orbital energy   -0.383 Ha
SMILES   CC.CO

Atomic partial charges in e from the Mulliken method, atoms 1 to 4: -0.70 -0.86 0.31 0.23